1.
Below is a cluster of 2 separate species, C5H9NO2 in total in a non-equilibrium geometry, with properties calculated with wB97M-V/def2-TZVPD.

```
17
C5H9NO2 wB97M-V/def2-TZVPD
C -1.6856 0.9985 -1.1870
C -0.7162 0.6643 -0.3109
O -0.4425 1.6132 0.6215
O -0.4402 -0.6941 0.0367
C -1.5080 -1.6062 0.1946
H -2.0551 2.0062 -1.2278
H -2.2661 0.2917 -1.7481
H 0.1804 1.2333 1.2702
H -2.1682 -1.3146 1.0156
H -2.0944 -1.7072 -0.7212
H -1.0554 -2.5790 0.3842
C 2.4952 -0.3333 -1.0630
C 2.1215 0.3764 -0.1336
N 2.0391 0.6086 1.1958
H 3.2036 -0.8505 -1.6473
H 2.1584 -0.2353 1.7477
H 2.2335 1.5281 1.5725
```

As for the SMILES: C=C(O)OC.C#CN. Its total charge is 0. The gap between HOMO and LUMO is 8.85 eV.

2.
Below is an isolated molecule of C4H5N3 in a non-equilibrium geometry, with properties calculated with wB97M-V/def2-TZVPD.

```
12
C4H5N3 wB97M-V/def2-TZVPD
C 0.1622 1.9945 -0.8403
N -0.8062 1.1728 -0.7228
N -0.4697 0.0058 -0.1140
C 0.8323 -0.5675 -0.1192
C 0.6030 -1.6387 0.6045
N -0.6647 -1.8122 1.0642
C -1.2927 -0.7868 0.6266
H 1.0371 1.9689 -0.1861
H -0.0574 2.8610 -1.4889
H 1.7630 -0.1366 -0.4611
H 1.2896 -2.4069 0.8854
H -2.3966 -0.6543 0.7518
```

As for the SMILES: C=Nn1ccnc1. Its total charge is 0. The gap between HOMO and LUMO is 9.72 eV.

Relative energy (zero: lowest compared OMol25 entry of this formula, charge and spin) values (in kcal per mole) by entry order: 121.35 62.52.